Computed, not measured: a cluster of 2 separate species, C9H23N3O5P in total, with ωB97M-V/def2-TZVPD.

Calculated values
Total charge: -1
HOMO-LUMO gap (eV): 6.676
LUMO (eV): 2.85

Geometry (Å):
C1 3.758154 -1.469717 1.168858
C2 3.888131 -0.220287 0.196924
O1 5.001418 -0.024847 -0.348783
N1 2.809634 0.671858 -0.122761
C3 2.293982 1.420359 1.067279
C4 0.858393 2.007975 0.659574
C5 -0.347389 1.529083 1.570506
C6 -0.795884 0.011154 1.399390
C7 -0.023510 -0.817461 0.291998
O2 -0.139735 -0.409382 -1.074341
P1 -0.189216 -1.714863 -2.238833
O3 -0.832983 -2.863696 -1.082959
C8 -0.486131 -2.382237 0.237022
O4 -1.366584 -2.828475 1.309139
H1 4.800324 -1.814992 1.446983
H2 3.202507 -2.339550 0.688267
H3 3.225973 -1.223780 2.142551
H4 3.028548 1.290452 -0.904347
H5 2.285045 0.786344 2.000221
H6 3.017758 2.287027 1.246348
H7 0.941833 3.143672 0.805049
H8 0.675995 1.880414 -0.459892
H9 -1.242355 2.168833 1.279243
H10 -0.163560 1.769586 2.674553
H11 -1.894331 0.003606 1.112257
H12 -0.671212 -0.555926 2.384272
H13 1.018313 -0.935750 0.734124
H14 0.507658 -0.792370 -3.132431
H15 1.135197 -2.036488 -1.737487
H16 -0.070313 -2.656736 -3.324272
H17 -1.469213 -1.156449 -2.619736
H18 0.443474 -3.030152 0.443124
H19 -1.389064 -3.801602 1.216036
C9 -3.670710 1.724004 -0.710294
O5 -2.949317 1.632634 0.270400
N2 -3.779884 2.869803 -1.435731
N3 -4.423773 0.689384 -1.160974
H20 -4.364915 2.965140 -2.244286
H21 -3.234935 3.657770 -1.132052
H22 -4.366250 -0.176059 -0.650678
H23 -5.021071 0.741721 -1.964263

Cartesian forces, eV/Å:
-0.349 0.276 0.351
1.884 0.845 -1.499
-2.301 -0.807 1.016
1.149 -1.688 2.308
-0.603 0.878 -1.109
0.371 1.106 0.880
-0.475 0.292 -0.446
-0.538 -0.271 -0.466
-0.823 -1.718 0.148
-0.174 0.558 3.024
1.814 1.096 -1.200
-0.878 1.853 1.970
2.199 -2.331 0.099
-0.250 0.182 -1.147
-1.185 0.572 -0.569
0.592 1.326 0.384
0.469 -0.224 -1.277
0.251 -0.380 0.425
-0.169 0.518 -1.193
-0.896 -0.993 0.074
-0.196 -1.368 -0.103
0.121 -0.358 1.634
1.303 -0.866 0.428
0.127 -0.354 -1.417
1.455 -0.037 0.633
-0.134 0.673 -1.336
-0.663 0.468 -1.199
-0.328 0.146 -0.218
0.175 -0.532 -0.082
-0.574 -0.472 0.358
-0.156 -0.622 -0.084
-0.666 1.198 -0.037
-0.006 0.816 -0.024
0.330 -0.340 0.315
-0.817 0.422 -0.432
0.008 0.733 -0.149
-0.402 -0.423 0.153
0.080 -0.075 0.019
-0.025 -0.141 -0.065
0.143 0.052 -0.157
0.135 -0.009 -0.011

=====

Computed, not measured: a cluster of 2 separate species, C3H8NO3 in total, with ωB97M-V/def2-TZVPD.

Calculated values
Total charge: +1
Relative energy (zero: lowest compared OMol25 entry of this formula, charge and spin) (kJ/mol): 254.3
HOMO-LUMO gap (eV): 9.679
LUMO (eV): -3.60

Geometry (Å):
C1 -1.866987 -0.308598 -0.688907
C2 1.145835 -0.189155 -0.669330
C3 0.000594 0.540337 0.024025
N1 -0.175365 0.120202 1.414198
O1 -2.439775 -0.735613 0.245148
O2 1.352266 -1.382759 0.052319
O3 -0.057465 1.902247 -0.043868
H1 -2.099868 -0.269705 -1.743697
H2 2.047396 0.441850 -0.647510
H3 0.893312 -0.387705 -1.716312
H4 -0.033380 0.914691 2.051464
H5 -1.155544 -0.254984 1.522196
H6 0.495298 -0.650502 1.592452
H7 1.923939 -1.978764 -0.445046
H8 -0.030256 2.238460 -0.947132

Cartesian forces, eV/Å:
3.311 1.156 2.398
0.336 0.454 0.070
-2.819 -1.260 -2.179
-0.082 0.078 0.040
-0.494 -0.100 -0.352
-0.069 -0.199 -0.064
0.202 -0.108 0.465
-0.324 -0.058 -0.529
-0.113 -0.010 0.008
-0.056 0.105 0.103
-0.013 -0.248 -0.064
0.310 0.116 -0.078
-0.230 0.194 0.096
-0.010 -0.011 0.128
0.051 -0.110 -0.043

=====

Computed, not measured: the molecule CH3PS, with ωB97M-V/def2-TZVPD.

Calculated values
Relative energy (zero: lowest compared OMol25 entry of this formula, charge and spin) (kJ/mol): 293.9
HOMO-LUMO gap (eV): 7.490
LUMO (eV): -1.33
SMILES string: C=[PH]=S

Geometry (Å):
C1 -1.013314 -0.478302 0.136643
P1 0.649414 0.111115 0.053443
S1 3.047096 0.163489 0.111830
H1 -1.438004 -1.455780 0.362721
H2 0.277114 1.225712 -0.513541
H3 -1.522304 0.433767 -0.151096

Cartesian forces, eV/Å:
3.912 0.734 -0.159
0.875 -2.727 0.890
-3.906 -0.536 0.063
0.171 0.527 0.130
-0.236 2.583 -0.945
-0.817 -0.581 0.021

=====

Computed, not measured: a structure of composition C7H15ClI2O2PTl, with ωB97M-V/def2-TZVPD.

Calculated values
Total charge: +2
Relative energy (zero: lowest compared OMol25 entry of this formula, charge and spin) (kJ/mol): 165.9
HOMO-LUMO gap (spin up / spin down) (eV): 4.063 / 4.082
LUMO (spin up / spin down) (eV): -10.98 / -10.96

Geometry (Å):
I1 -4.910212 0.434761 -2.259797
I2 -2.143655 0.168074 -3.736676
Tl1 0.185814 0.650165 -2.288830
P1 -0.246071 -2.313966 -0.106774
C1 -1.463370 -3.473993 -0.836381
C2 1.229577 -3.254538 -0.688815
H1 0.435436 -2.484938 2.194648
H2 -0.049302 -4.074136 1.672255
H3 -1.243071 -2.865016 2.007655
C3 -0.265329 -3.017384 1.564637
H4 2.144097 -2.797183 -0.304146
H5 1.253718 -4.318564 -0.402390
H6 -1.223724 -4.531751 -0.658387
H7 -1.514024 -3.284038 -1.911887
H8 1.300377 -3.241967 -1.784782
H9 -2.438922 -3.244582 -0.405985
C4 -3.145185 -0.212752 -0.850449
O1 -2.904927 0.785274 -0.250245
Cl1 0.926953 -0.407436 0.793990
C5 1.769082 3.264701 1.833978
C6 0.780234 3.376592 0.679404
C7 1.054275 4.497078 -0.312335
O2 -0.180016 2.634416 0.560799
H10 2.384615 4.163909 1.949739
H11 2.446684 2.404028 1.735454
H12 1.131999 3.101695 2.703181
H13 1.807554 4.273080 -1.081898
H14 0.096679 4.712097 -0.802246
H15 1.436311 5.377908 0.212553

Cartesian forces, eV/Å:
-0.841 -0.095 -0.951
-1.412 -0.267 -1.167
1.510 0.819 0.740
4.523 -3.458 3.530
-2.546 1.822 -1.693
1.029 1.040 -1.114
0.125 0.007 0.070
0.029 -0.272 -0.750
-0.308 0.106 0.182
-0.602 1.002 1.118
-0.112 -0.018 -0.010
-0.682 0.479 0.244
0.837 0.590 0.492
-0.157 -0.205 0.053
0.001 0.100 0.157
-0.087 -0.155 -0.133
1.032 4.439 3.277
-0.285 -4.373 -1.943
-2.148 -1.411 -1.852
-0.519 -0.061 -0.033
1.026 0.307 -0.419
-0.653 0.055 0.011
0.459 -0.103 -0.144
-0.255 -0.263 0.005
-0.275 0.122 -0.153
0.315 0.009 0.296
-0.125 -0.328 0.316
0.337 0.187 -0.031
-0.216 -0.076 -0.097

=====

Computed, not measured: the molecule C3H9N3, with ωB97M-V/def2-TZVPD.

Calculated values
Relative energy (zero: lowest compared OMol25 entry of this formula, charge and spin) (kJ/mol): 405.4
HOMO-LUMO gap (eV): 8.255
LUMO (eV): 0.95
SMILES string: C/N=C\N(C)N

Geometry (Å):
C1 1.274976 -1.563529 0.976231
C2 0.496946 0.390901 -1.382964
N1 0.613507 -0.307870 1.210398
N2 -1.760679 1.619524 -0.501460
C3 -0.560646 0.057707 0.867230
N3 -0.823014 0.592163 -0.336018
H1 -2.691189 1.233539 -0.636204
H2 -1.787240 2.257755 0.289705
H3 -1.290729 0.259449 1.654323
H4 0.912982 -2.149401 0.125328
H5 1.162408 -2.179222 1.874641
H6 2.343600 -1.373290 0.844554
H7 0.213613 -0.482936 -1.967096
H8 0.367540 1.300730 -1.960766
H9 1.527925 0.344479 -1.057903

Cartesian forces, eV/Å:
0.567 0.422 0.619
-3.586 1.355 0.186
-0.864 -1.724 0.123
-0.076 -0.280 -0.494
1.654 1.599 0.878
2.480 -0.938 -1.454
0.222 0.045 -0.080
0.296 -0.204 -0.052
-0.723 0.157 -0.154
-0.058 0.214 -0.149
0.192 -0.343 -0.112
0.033 -0.236 -0.082
0.183 0.116 0.045
0.037 -0.100 -0.418
-0.359 -0.082 1.144

=====

Computed, not measured: a cluster of 2 separate species, C2H4O2Si in total, with ωB97M-V/def2-TZVPD.

Calculated values
Relative energy (zero: lowest compared OMol25 entry of this formula, charge and spin) (kJ/mol): 316.5
HOMO-LUMO gap (eV): 9.858
LUMO (eV): -0.10
SMILES string: O=[si]1cc1.O

Geometry (Å):
C1 1.911761 0.531970 0.691703
C2 1.433105 0.804405 -0.618408
O1 -2.120972 -0.900164 0.171742
O2 0.807140 -2.431747 -0.001138
Si1 1.094460 -0.936298 -0.069318
H1 2.519336 1.142310 1.476389
H2 1.419685 1.674588 -1.377935
H3 -1.554778 -1.036820 -0.655780
H4 -2.620765 -1.690957 0.436172

Cartesian forces, eV/Å:
-0.180 0.247 -1.061
0.006 -0.820 0.763
1.021 0.388 -1.222
-0.176 0.509 -0.450
1.417 2.363 0.916
-1.247 -0.961 -1.666
0.183 -1.356 1.585
-1.756 -0.502 1.831
0.732 0.133 -0.697

=====

Computed, not measured: the molecule C27H25NO4S, with ωB97M-V/def2-TZVPD.

Calculated values
HOMO-LUMO gap (eV): 7.712
LUMO (eV): 0.07
SMILES string: C[C@@]1(OC(=O)C2CCCC2)C(=O)C=C2C=C(c3ccsc3)N(Cc3ccccc3)C=C2C1=O

Geometry (Å):
C1 3.041412 2.898238 1.853198
H1 2.947938 3.338991 0.863273
H2 2.984932 3.679433 2.607171
H3 3.994635 2.381422 1.937317
C2 1.903472 1.902189 2.088130
C3 2.052995 0.748703 1.098619
O1 2.923352 -0.085572 1.244796
C4 1.156009 0.766563 -0.058062
C5 1.314053 -0.183940 -1.020099
N1 0.530124 -0.270115 -2.114286
C6 -0.499042 0.636144 -2.268301
C7 -0.705547 1.609244 -1.347431
C8 0.090041 1.729258 -0.161257
C9 -0.168706 2.637749 0.822911
C10 0.565633 2.673741 2.046051
O2 0.218035 3.287989 3.041837
H4 -1.025439 3.290576 0.751095
H5 -1.520198 2.301273 -1.492749
C11 -1.366531 0.534385 -3.450984
C12 -1.460670 1.517251 -4.393069
S1 -2.597133 1.140443 -5.619945
C13 -2.972346 -0.351911 -4.853504
C14 -2.252213 -0.545292 -3.722406
H6 -2.353210 -1.406123 -3.087572
H7 -3.710807 -0.996488 -5.285991
H8 -0.912928 2.437580 -4.434861
C15 0.753068 -1.332770 -3.068224
C16 -0.031418 -2.590690 -2.757484
C17 -0.391673 -2.919702 -1.457817
C18 -1.098541 -4.083599 -1.205715
C19 -1.444436 -4.929498 -2.244841
C20 -1.081284 -4.608483 -3.542287
C21 -0.380486 -3.443899 -3.797228
H9 -0.103507 -3.191109 -4.810761
H10 -1.347298 -5.263663 -4.358125
H11 -1.995469 -5.836006 -2.045372
H12 -1.376822 -4.326619 -0.191608
H13 -0.130849 -2.271145 -0.634088
H14 1.822196 -1.573233 -3.065223
H15 0.490828 -0.975538 -4.068148
H16 2.110270 -0.908605 -0.921645
O3 2.058261 1.375682 3.413381
C22 1.189792 0.407693 3.687269
O4 0.459567 -0.070870 2.849794
C23 1.211623 0.055127 5.153605
H17 2.246222 0.121410 5.492654
C24 0.328457 1.092904 5.887866
H18 0.211508 2.009315 5.310047
C25 -0.993323 0.364713 6.109625
C26 -0.548174 -1.056350 6.438043
H19 -1.355031 -1.782816 6.353728
C27 0.572451 -1.315366 5.428645
H20 1.300660 -2.037224 5.795289
H21 0.151815 -1.693937 4.495626
H22 -0.155730 -1.093929 7.456166
H23 -1.589308 0.817996 6.900548
H24 -1.574483 0.366435 5.186796
H25 0.783674 1.345706 6.846223

Cartesian forces, eV/Å:
-0.145 -0.261 0.211
0.007 0.056 -0.085
-0.047 0.074 0.006
0.048 -0.045 -0.041
0.140 0.118 0.308
0.316 -0.198 0.036
-0.092 0.222 -0.046
-0.125 -0.363 -0.625
0.255 0.404 0.502
0.049 0.126 0.072
-0.239 0.562 0.297
0.015 -0.194 -0.235
0.184 0.104 0.439
-0.245 0.093 -0.384
0.046 -0.210 0.153
0.115 -0.008 -0.106
-0.085 0.089 -0.030
-0.107 -0.016 -0.080
-0.097 0.172 -0.281
-0.136 -0.079 -0.206
0.161 -0.226 0.448
0.012 0.253 -0.262
-0.110 -0.018 -0.057
-0.058 -0.165 0.088
-0.171 -0.176 -0.045
0.164 0.194 0.047
0.109 -0.507 -0.326
0.058 -0.009 -0.028
0.037 0.071 -0.082
-0.030 -0.051 0.056
-0.051 -0.055 0.042
0.009 -0.029 -0.076
0.084 0.028 0.079
0.003 0.046 -0.127
-0.032 -0.061 -0.071
-0.052 -0.076 0.020
-0.029 -0.031 0.094
-0.009 0.065 0.082
-0.116 0.154 -0.025
0.112 -0.039 0.144
0.025 -0.063 -0.027
0.406 0.438 -0.324
-0.106 -0.475 0.438
-0.140 0.128 0.017
0.090 -0.032 -0.205
-0.046 0.002 -0.043
-0.136 0.148 -0.010
0.073 0.079 0.061
0.071 -0.033 0.171
-0.090 0.004 -0.083
-0.012 -0.066 0.074
0.025 -0.127 0.008
0.025 -0.039 -0.050
0.040 -0.043 0.054
-0.027 -0.014 0.070
-0.081 0.042 -0.030
-0.076 0.019 -0.042
0.018 0.017 0.015

=====

Computed strongest force on any atom, in the same sequence as the records: 3.21; 4.25; 3.98; 6.70; 3.84; 2.90; 0.73 eV/A.
Computed total energy, in the same sequence as the records: -33701.1136; -10864.2659; -21205.8970; -54282.7689; -7723.3726; -14108.7587; -48920.6571 eV.